A cluster of 18 separate species, C39H79N29O11 in total at a distorted geometry, computed with ωB97M-V/def2-TZVPD.

Element x y z (Å)
O  10.930793  9.988473  17.099402
O  13.064474  23.156105  14.958789
O  11.461737  12.090364  13.067287
O  10.264444  19.546103  16.483888
O  7.598373  15.061817  12.320979
O  8.478679  18.920841  12.508397
O  7.917676  23.811535  14.368660
O  14.557839  11.749187  18.001409
O  10.689260  16.729081  9.299828
O  8.591192  15.099206  17.676817
O  13.554851  12.249242  9.112448
N  9.535224  13.938476  12.223754
N  16.210014  9.925350  15.698359
N  11.832241  13.385233  10.061578
N  14.469194  13.709342  16.959888
N  7.801142  13.237085  16.520304
N  10.404581  20.033355  12.095873
N  9.535305  23.804136  15.856704
N  13.141311  13.260019  18.911296
N  8.529643  18.194417  15.677269
N  9.977115  13.232587  17.310904
N  6.466403  9.518512  14.258757
N  9.763334  9.588170  19.055142
N  8.768442  17.921628  9.486703
N  12.006674  9.064212  18.817957
N  12.936052  14.213413  8.258503
N  13.096417  16.426650  18.845778
N  12.556397  21.753838  16.759567
N  11.528644  23.543918  12.194004
N  16.217799  16.042563  17.034200
N  9.556379  16.217582  12.633384
N  8.322096  21.050176  11.748906
N  11.969226  21.198513  14.640728
N  13.171928  16.915377  13.333496
N  9.484917  17.936361  17.782922
N  9.110293  21.904766  14.623883
N  8.729185  15.639242  9.026478
N  13.430946  17.609938  10.304488
N  10.249352  11.154208  14.686859
N  12.611180  11.309424  14.941071
C  6.909861  9.337399  12.967967
C  16.669753  10.985085  15.037130
C  9.499691  18.605188  16.602210
C  16.811687  16.919064  17.854408
C  15.512443  17.436559  11.037332
C  12.110259  22.766787  11.227977
C  12.859900  13.257966  9.165920
C  14.036983  12.841674  17.932883
C  11.997110  17.004945  15.218018
C  12.689589  17.759255  14.288637
C  11.229974  22.783559  10.156421
C  15.713256  9.016503  14.795954
C  12.016111  15.669281  14.762409
C  12.769365  16.177202  21.061365
C  7.163792  10.574226  12.369456
C  10.871253  9.558621  18.280982
C  11.801438  16.083872  19.004923
C  8.778775  13.966366  17.196609
C  7.011352  11.501470  13.421568
C  8.844863  15.066315  12.413748
C  13.820266  18.860243  10.815809
C  15.771805  18.138833  16.343933
C  9.482509  16.783847  9.213313
C  15.105471  18.775917  11.208002
C  8.729298  23.171956  14.957945
C  10.106511  23.585370  10.564876
C  11.540021  16.025422  20.344162
C  6.478772  10.854830  14.561003
C  15.891291  9.563304  13.521160
C  11.497284  11.514348  14.138705
C  14.514957  16.769826  10.370418
C  12.573390  22.148544  15.452800
C  9.019851  19.998464  12.150745
C  16.497186  10.786755  13.701250
C  12.838657  15.671619  13.640963
C  13.731723  16.394011  20.098862
C  15.560663  16.808827  16.108381
C  16.527791  18.199242  17.555052
C  10.308030  24.004914  11.875444
H  9.589052  24.804358  15.758814
H  12.142457  8.649952  19.727111
H  13.222093  12.637569  19.665657
H  11.950183  20.994706  16.908001
H  13.064021  14.845377  12.867968
H  8.407083  17.184634  15.704850
H  15.514560  18.929251  15.721085
H  11.240274  20.642981  15.133423
H  8.014989  12.600258  15.794283
H  14.860227  16.362109  15.353263
H  11.299823  14.225008  10.141244
H  9.965106  18.250663  18.588101
H  16.495262  17.029596  11.322062
H  12.926230  18.790724  14.275360
H  13.744720  14.328528  16.572005
H  13.208679  14.207831  19.104431
H  10.955428  19.357553  12.650523
H  10.554846  13.862195  12.280882
H  11.755427  12.690042  10.784795
H  10.788138  13.632900  17.694769
H  14.912087  13.149888  16.259912
H  5.836022  11.218163  15.327903
H  11.557347  17.470983  16.081333
H  10.533703  16.187798  12.562512
H  17.262810  16.564188  18.795666
H  13.084790  19.724618  10.832463
H  16.994717  11.898710  15.581134
H  15.684326  19.525791  11.728238
H  7.291040  20.994744  11.708963
H  8.367774  21.357897  14.200718
H  9.409587  11.178688  14.079790
H  10.109805  10.594976  15.537913
H  10.164870  12.342383  16.854154
H  12.890598  16.143204  22.141378
H  6.035296  8.881481  14.883203
H  9.747173  24.672520  12.539531
H  13.379324  11.229828  14.294680
H  7.794107  17.746897  9.658403
H  9.208303  23.752018  9.946811
H  11.372126  22.198384  9.270670
H  9.837770  9.443312  20.047865
H  13.666345  14.147530  7.567562
H  11.718516  14.812605  15.379334
H  16.829908  18.981779  18.186751
H  8.893293  17.114847  17.993803
H  11.996551  23.839063  13.018549
H  10.594665  15.946314  20.873530
H  11.160587  16.059941  18.122805
H  7.513603  10.515971  11.354448
H  12.950300  22.410349  17.457647
H  15.616494  9.185149  12.561742
H  7.732248  15.601506  8.837894
H  14.787382  16.602541  20.049868
H  11.670867  21.630789  13.747021
H  16.080688  15.075795  17.148191
H  10.888303  20.917448  11.897309
H  13.732590  17.091938  12.544929
H  12.508251  10.478261  15.442923
H  10.361570  23.199633  16.179210
H  16.715236  11.505176  12.868447
H  9.097186  18.610340  10.057826
H  15.114348  8.155520  14.976785
H  16.050937  9.865965  16.685646
H  12.869948  9.142429  18.364486
H  9.318802  14.777423  8.924168
H  8.911827  9.877848  18.643099
H  13.086938  22.360204  11.343798
H  9.653534  21.414566  15.269823
H  9.138642  17.157112  12.578538
H  7.106803  13.909720  16.280600
H  12.502654  15.086967  8.402792
H  7.035659  8.403040  12.535575
H  7.020714  12.601563  13.449458
H  8.646183  22.016370  11.736377
H  8.578417  18.457807  14.689455
H  13.520909  16.497547  17.932090
H  12.470567  17.326387  9.990805
H  9.021576  13.082813  12.016830
H  14.437339  15.774487  10.125612

Force components x, y, z for each atom (eV/Å):
O -0.76 -0.64 1.72
O 0.08 0.14 0.70
O 1.29 0.04 -0.54
O 0.67 1.52 -0.95
O 1.06 0.07 0.40
O 0.05 1.22 -0.23
O -2.58 0.81 -1.50
O 0.11 -1.27 0.02
O 1.73 -0.20 -0.26
O 0.25 -1.74 -0.75
O 0.11 0.22 0.30
N 1.36 -1.27 -0.30
N -1.07 -1.81 0.24
N 0.18 -0.14 0.28
N -1.42 0.95 -0.10
N -0.05 1.89 1.52
N 0.14 0.70 0.21
N 2.11 -2.30 1.46
N 0.47 -1.20 -2.72
N 0.89 -0.59 0.18
N -1.75 0.44 -0.36
N 0.32 0.85 -0.76
N 0.80 -0.44 0.23
N -1.86 -2.36 -2.29
N -0.18 -0.77 1.68
N 0.79 1.25 -1.63
N 0.83 -0.90 0.99
N 1.35 2.51 -0.25
N 0.91 -0.31 1.10
N -0.52 1.81 -1.22
N -1.16 0.14 0.07
N -1.95 1.63 -0.56
N -0.78 0.18 -0.30
N -0.40 0.58 0.97
N -1.47 -1.75 -0.11
N -1.61 -0.07 -0.86
N 1.44 -0.76 -0.58
N -0.51 0.69 -0.32
N -0.24 -0.39 0.00
N -0.34 1.07 -1.90
C -0.63 1.68 0.64
C 0.82 2.77 0.64
C -1.48 -0.75 0.50
C 1.12 -1.15 3.58
C 1.45 -0.60 -0.56
C -1.31 0.96 -0.64
C -0.42 -2.47 0.76
C 0.34 -0.18 1.16
C 0.19 0.85 -0.64
C -0.08 -0.29 0.12
C -0.14 0.17 1.18
C -0.18 0.63 -1.76
C 1.09 -0.59 1.05
C 0.23 0.13 -0.86
C 0.41 -2.20 1.69
C 0.96 0.86 -1.88
C -1.19 0.94 -0.55
C 1.81 -1.18 -0.06
C -1.56 1.68 1.41
C -2.15 1.43 -0.67
C -2.86 0.46 -0.99
C 0.54 -1.01 1.35
C -1.76 -0.33 1.50
C 0.72 0.06 1.23
C 2.11 0.57 0.01
C -0.84 -0.47 -0.65
C -0.35 -0.31 1.17
C 0.86 -0.29 -2.51
C -0.37 -1.10 1.11
C -3.18 0.12 0.91
C -0.40 1.84 1.53
C 0.01 -0.53 -0.96
C 1.31 -2.61 0.90
C 0.73 2.29 -1.69
C -0.86 -3.57 -1.44
C -0.03 0.56 -1.32
C -1.65 -0.80 -1.94
C -0.10 -0.40 -1.24
C -0.20 0.33 -1.54
H 0.22 -0.15 0.21
H -0.79 0.14 0.05
H -0.15 -0.59 1.22
H -0.56 -1.01 1.25
H -0.29 1.27 1.67
H -0.32 0.16 0.25
H -0.78 1.16 -0.82
H 0.87 0.09 -0.89
H 0.67 -0.59 -0.63
H 1.14 0.36 0.70
H -0.18 0.38 0.04
H 0.80 0.70 0.18
H -0.69 0.22 -0.33
H 0.11 0.78 0.01
H 0.51 -0.26 0.10
H -0.16 2.02 0.78
H -0.90 0.47 -0.47
H -0.88 0.04 0.33
H 0.11 -0.03 0.10
H 0.75 0.81 0.76
H 0.19 -0.16 -0.69
H 0.24 0.40 0.68
H -0.12 -0.34 0.17
H 1.34 -0.11 0.05
H -0.01 0.14 -0.75
H 1.13 -1.37 -0.08
H -0.05 -1.03 -0.51
H -0.13 0.10 -0.22
H 1.17 -0.43 0.24
H 0.19 0.12 0.18
H 1.25 0.20 0.30
H 0.74 0.27 -0.62
H -0.59 0.38 -0.04
H 0.08 0.05 -0.42
H -0.09 -0.90 0.05
H 0.24 -0.53 -0.41
H 0.73 0.13 0.07
H -0.18 0.07 0.05
H 0.64 0.00 0.51
H -0.15 0.11 -0.39
H -0.21 0.01 -0.16
H -0.08 -0.02 0.21
H -0.26 0.22 -0.78
H 0.32 1.14 0.20
H 0.40 0.71 -0.77
H 0.58 -0.08 0.90
H 0.05 -0.30 -0.55
H 0.01 -0.11 0.54
H 0.21 0.98 -0.08
H -0.72 -1.15 -0.64
H -0.22 -0.51 -0.15
H 0.58 0.09 0.22
H 0.06 -0.03 0.61
H 0.14 -0.62 1.06
H -0.07 -1.08 0.27
H -0.46 -0.52 -0.08
H 0.79 0.79 -0.91
H -0.12 -1.38 1.41
H -1.53 2.10 -0.45
H -0.05 -0.77 1.17
H 1.71 1.85 1.55
H 0.10 -0.49 0.81
H 0.10 0.20 0.19
H 0.84 0.53 -1.26
H -1.28 1.32 -0.03
H -0.58 0.36 -0.18
H 0.43 -0.17 0.13
H 0.53 -0.96 1.15
H -0.16 -0.85 -0.02
H -0.91 0.06 -0.41
H -0.57 0.95 -0.01
H 0.04 -1.59 -0.48
H 0.22 -0.53 -0.67
H 0.55 -0.53 -0.06
H 0.48 0.42 0.48
H 0.40 0.23 0.17
H 1.16 0.63 0.25
H 0.29 0.65 0.28
H -0.14 -2.00 -0.68

Properties
multiplicity = 1
E_HOMO = -8.24 eV
molar mass = 1130.25 g mol⁻¹
orbital gap = 8.285 eV
maximum force = 0.077 Eh/bohr
calculated total energy = -3949.46345 a.u.